Density functional theory data (ωB97M-V/def2-TZVPD) for an isolated ion of composition C6H6N5S and charge +1 at a distorted geometry.

Total charge ... +1
E_tot ... -903.722449 Eh
SMILES ... [S-][n+]1n[nH]n[n+]1-c1ccccc1
Kohn-Sham gap ... 8.3868 eV
HOMO level ... -13.26 eV

Last column: Löwdin charge in e.
Positions of all 18 atoms, in Å:
S (3.84314, -2.01482, -0.07593)  0.77
C (0.12666, -1.34227, -0.17455)  -0.01
N (3.72137, 1.62033, 0.02500)  0.06
N (4.41352, 0.48151, 0.03134)  0.10
C (-0.23214, 0.98932, 0.25155)  -0.05
C (-2.08225, -0.37885, 0.13642)  -0.09
C (-1.34218, -1.50192, -0.20459)  0.02
H (0.31643, 1.93483, 0.36805)  0.13
N (3.55819, -0.48301, 0.03270)  -0.67
N (2.45899, 1.42491, 0.01061)  0.11
C (0.49405, -0.09971, -0.02100)  -0.09
H (-3.18344, -0.57138, 0.29287)  0.15
N (2.25732, 0.15268, -0.02514)  0.08
H (0.87889, -2.22988, -0.32638)  0.13
H (4.10662, 2.50062, 0.32755)  0.20
H (-2.21111, 1.58903, 0.78577)  0.15
H (-1.75187, -2.41441, -0.59065)  0.11
C (-1.54321, 0.78442, 0.42666)  -0.09


Density functional theory data (ωB97M-V/def2-TZVPD) for an isolated ion of composition C6H6NO3S and charge -1 at a distorted geometry.

<S²> ... 2.01
Total charge ... -1
E_tot ... -910.766200 Eh
2S+1 ... 3
Kohn-Sham gap (alpha / beta) ... 4.4452 / 6.0538 eV
HOMO level (alpha / beta) ... -1.23 / -5.07 eV

Last column: Löwdin spin population.
Positions of all 17 atoms, in Å:
H (-1.18543, 0.12306, -1.81685)  0.00
H (-1.20249, -1.75343, -2.13530)  0.02
C (-1.44405, -0.82265, -1.56965)  0.06
N (1.33252, 0.17987, 1.47522)  0.06
C (1.32453, 1.86329, -0.55148)  0.01
H (-1.28226, 0.93597, 0.68406)  0.01
O (1.16389, 1.86484, -1.79524)  0.04
C (-0.62134, 0.03803, 0.66305)  0.09
H (2.29773, 0.24274, 1.91203)  0.00
C (1.03056, 0.47744, 0.11028)  0.15
S (1.10091, -1.11472, -0.86443)  1.25
O (1.61089, 2.77945, 0.29921)  0.01
H (-0.94538, -2.16539, 0.12744)  0.02
C (0.12711, -0.13406, 1.92904)  0.01
O (-0.24658, -0.53826, 3.00975)  0.01
H (-2.39299, -0.81953, -1.17958)  0.01
C (-0.66762, -1.15665, -0.29756)  0.23


Density functional theory data (ωB97M-V/def2-TZVPD) for an isolated molecule of C6H6O at a distorted geometry.

Total charge ... 0
E_tot ... -307.361135 Eh
SMILES ... C1=CC=COC=C1
Kohn-Sham gap ... 9.0556 eV
HOMO level ... -8.49 eV

Last column: Löwdin charge in e.
Positions of all 13 atoms, in Å:
C (0.49998, -1.56942, -0.12434)  -0.05
H (-2.03219, 1.58281, -0.51455)  0.13
C (-1.22628, 0.77045, -0.24146)  -0.10
O (-0.65100, -1.21217, 0.74919)  -0.14
C (1.46046, -0.65329, -0.10405)  -0.09
H (-2.60384, -0.98078, -0.16788)  0.13
C (0.02184, 1.39146, 0.24289)  -0.10
C (1.26602, 0.75837, 0.29230)  -0.08
C (-1.59350, -0.51509, 0.03367)  -0.15
H (2.40657, -0.87867, -0.56892)  0.10
H (2.14138, 1.35144, 0.58045)  0.09
H (0.31500, -2.59969, -0.48465)  0.13
H (-0.00444, 2.55457, 0.30735)  0.12


Density functional theory data (ωB97M-V/def2-TZVPD) for C6H6O as an isolated structure at a distorted geometry.

Total charge ... 0
E_tot ... -307.155023 Eh
Kohn-Sham gap (alpha / beta) ... 6.7313 / 6.7336 eV
HOMO level (alpha / beta) ... -7.71 / -7.71 eV

Last column: Löwdin charge in e.
Positions of all 13 atoms, in Å:
C (-0.01755, 0.32312, -1.06459)  -0.26
H (1.93452, -0.57220, -0.64460)  0.15
H (1.60918, 0.83901, 0.36889)  0.10
H (0.59675, -2.05186, 0.82307)  0.16
H (-2.05570, 1.62518, -0.78911)  0.15
H (0.23567, 1.04017, -1.96153)  0.16
C (-1.38256, 0.80527, -0.42735)  -0.33
C (0.54440, -0.89475, 1.07538)  -0.14
O (-1.24771, 0.63733, 0.92778)  0.03
C (-0.89766, -0.61601, 0.84989)  -0.05
C (1.10673, 0.00856, -0.07501)  -0.14
H (0.83210, -0.64085, 2.06372)  0.10
C (-1.25815, -0.50295, -1.14654)  0.07


Density functional theory data (ωB97M-V/def2-TZVPD) for C6H6O as an isolated structure at a distorted geometry.

Total charge ... 0
E_tot ... -307.194291 Eh
Kohn-Sham gap ... 8.0237 eV
HOMO level ... -7.54 eV

Last column: Löwdin charge in e.
Positions of all 13 atoms, in Å:
C (0.58219, -0.77752, 0.50603)  -0.46
H (1.20112, -1.64715, 0.34231)  0.13
H (-1.72022, 2.50583, -1.52279)  0.08
H (-0.44479, -1.39485, -1.32652)  0.14
C (1.44103, 0.41752, 0.16127)  -0.10
C (0.59567, 1.25106, -0.40966)  0.01
O (0.28426, -0.82034, 1.85860)  -0.01
C (-1.18141, 1.67342, -1.10834)  0.16
H (-1.45762, -1.36669, 0.10365)  0.13
H (2.45497, 0.46928, 0.53216)  0.10
C (-0.65654, -0.84320, -0.40992)  -0.12
H (-0.07014, 0.05463, 2.07544)  0.11
C (-1.02851, 0.47801, -0.80223)  -0.17


Density functional theory data (ωB97M-V/def2-TZVPD) for an isolated molecule of C6H6O.

Total charge ... 0
E_tot ... -307.312208 Eh
SMILES ... C=C=CC1=C[C@H]1O
Kohn-Sham gap ... 9.9947 eV
HOMO level ... -9.12 eV

Last column: Löwdin charge in e.
Positions of all 13 atoms, in Å:
C (0.65176, 0.74989, 0.03802)  -0.18
O (0.46971, -0.54186, 2.17683)  -0.03
C (1.12451, -0.30325, 0.95104)  -0.33
H (-2.53034, -1.57596, -0.75048)  0.07
C (-1.19717, -0.02195, -1.15403)  -0.08
C (1.79348, 0.98348, 0.63326)  0.08
H (-0.70135, 2.03626, -1.17169)  0.11
C (-1.74982, -1.17593, -1.39139)  0.03
H (2.63461, 1.64320, 0.79122)  0.10
H (1.49605, -1.26101, 0.58326)  0.13
H (-0.10109, 0.21941, 2.34690)  0.09
C (-0.47991, 1.02969, -0.82559)  -0.05
H (-1.41042, -1.78198, -2.22734)  0.07


Density functional theory data (ωB97M-V/def2-TZVPD) for an isolated molecule of C6H6O at a distorted geometry.

Total charge ... 0
E_tot ... -307.326836 Eh
SMILES ... C#CC1=CCOC1
Kohn-Sham gap ... 9.8114 eV
HOMO level ... -9.06 eV

Last column: Löwdin charge in e.
Positions of all 13 atoms, in Å:
C (-0.46758, 0.52144, 0.07754)  -0.26
H (-0.05888, -2.15074, 1.44251)  0.12
C (-0.22922, 1.92798, 0.19467)  -0.07
O (0.63621, -1.47090, -0.38553)  -0.11
C (-1.15362, -0.42812, 0.70507)  0.01
H (-1.08254, -2.52482, 0.04716)  0.12
C (0.76168, -0.08106, -0.55773)  -0.18
C (-0.44779, -1.74692, 0.49333)  -0.18
H (0.91305, 0.14227, -1.62052)  0.13
C (0.75677, 2.63451, 0.25286)  0.12
H (1.58052, 0.46715, -0.01730)  0.12
H (-2.00247, -0.31266, 1.36805)  0.12
H (1.62273, 3.24588, 0.35094)  0.04


Density functional theory data (ωB97M-V/def2-TZVPD) for an isolated molecule of C6H6O at a distorted geometry.

Total charge ... 0
E_tot ... -307.264684 Eh
Kohn-Sham gap ... 9.6117 eV
HOMO level ... -8.85 eV

Last column: Löwdin charge in e.
Positions of all 13 atoms, in Å:
H (2.75103, 2.25284, -1.03131)  0.03
H (-2.01532, 0.33764, -0.09498)  0.09
H (0.70289, -1.68101, -1.20248)  0.12
C (0.11510, -0.06373, 0.17560)  -0.50
H (-1.44517, 0.28054, 1.64301)  0.08
H (-1.05719, -1.46316, -1.15604)  0.12
C (1.16137, 0.83202, -0.26467)  -0.09
C (0.32716, -1.05743, 1.36659)  0.09
C (2.01178, 1.57857, -0.67317)  0.14
H (-1.10778, 1.76132, 0.62276)  0.10
C (-0.13038, -1.35134, -0.61235)  -0.11
C (-1.20487, 0.64609, 0.60280)  -0.03
O (-0.10863, -2.07236, 0.62425)  -0.05


Density functional theory data (ωB97M-V/def2-TZVPD) for C6H6O2 as an isolated structure at a distorted geometry.

Total charge ... 0
E_tot ... -382.535864 Eh
Kohn-Sham gap ... 9.2310 eV
HOMO level ... -8.60 eV

Last column: Löwdin charge in e.
Positions of all 14 atoms, in Å:
C (0.67551, 1.22055, 0.17729)  -0.05
O (-2.35420, -0.58998, -0.10290)  -0.02
H (-2.49677, 1.45271, -0.63745)  0.10
C (-0.13536, -0.56635, -0.07591)  -0.26
C (-1.87518, 0.66008, -0.44759)  -0.04
H (0.60619, 2.01195, 1.11344)  0.17
H (3.02610, -0.87299, -0.46934)  0.15
H (1.41755, 1.71236, -0.56371)  0.13
C (1.18293, -0.29869, 0.36693)  -0.28
H (1.35743, -0.68690, 1.45889)  0.18
H (-1.63554, -2.43100, 0.09138)  0.13
C (-0.55051, 0.67014, -0.38054)  -0.22
C (-1.21427, -1.42336, 0.15727)  0.07
O (1.99611, -0.85853, -0.68776)  -0.06


Density functional theory data (ωB97M-V/def2-TZVPD) for an isolated molecule of C6H6O2.

Total charge ... 0
E_tot ... -382.531739 Eh
Kohn-Sham gap ... 8.6046 eV
HOMO level ... -8.74 eV

Last column: Löwdin charge in e.
Positions of all 14 atoms, in Å:
C (-0.15108, 0.25832, -1.05177)  -0.16
C (-1.36578, -0.10949, -0.09967)  0.10
H (0.98025, 0.66374, -2.76353)  0.07
O (0.10623, -1.85732, 0.62509)  0.07
C (0.33320, 0.18293, 1.80510)  0.02
H (-0.31657, 0.02318, 2.66721)  0.10
C (0.89199, 0.08464, -1.85402)  0.09
C (-0.24792, -0.53647, 0.61932)  -0.40
H (0.39685, 1.25565, 1.63533)  0.10
H (-0.37158, -2.31637, -0.08008)  0.13
O (-1.84626, 2.15712, -1.08540)  0.11
H (1.61941, -0.69805, -1.67837)  0.07
H (1.31568, -0.21883, 2.04722)  0.09
C (-1.34441, 1.11096, -0.78643)  -0.37


Density functional theory data (ωB97M-V/def2-TZVPD) for an isolated molecule of C6H6O3 at a distorted geometry.

Total charge ... 0
E_tot ... -457.909344 Eh
SMILES ... Oc1cc(O)cc(O)c1
Kohn-Sham gap ... 9.1557 eV
HOMO level ... -8.42 eV

Last column: Löwdin charge in e.
Positions of all 15 atoms, in Å:
C (1.18198, -0.33516, 0.46756)  -0.31
O (-0.66064, 2.42351, -1.11274)  0.06
H (0.02921, 3.02116, -1.13249)  0.06
H (-1.92361, -2.63624, 0.59715)  0.11
H (0.57822, -2.20147, 1.10612)  0.12
C (-0.33431, 1.28852, -0.39826)  -0.30
H (1.67084, 1.46046, -0.75636)  0.13
C (-1.40535, 0.34138, -0.36089)  0.03
O (-2.25419, -1.76428, 0.36400)  0.05
H (-2.46051, 0.57166, -0.68140)  0.14
C (0.99170, 1.04251, 0.01610)  0.01
H (3.18750, -0.22461, 0.34872)  0.12
C (-1.18051, -0.91903, 0.26132)  -0.28
C (0.13175, -1.21799, 0.83042)  0.03
O (2.44792, -0.85041, 0.45076)  0.03


Density functional theory data (ωB97M-V/def2-TZVPD) for an isolated molecule of C6H6O4 at a distorted geometry.

Total charge ... 0
E_tot ... -533.146764 Eh
SMILES ... O=C(O)/C=C1\CCC(=O)O1
Kohn-Sham gap ... 9.8028 eV
HOMO level ... -9.51 eV

Last column: Löwdin charge in e.
Positions of all 16 atoms, in Å:
H (1.25263, 1.71266, 1.05988)  0.12
C (1.84113, -2.10686, 0.43386)  -0.02
H (0.90616, -0.65119, 2.05405)  0.13
C (0.15612, -0.52835, 0.00500)  -0.27
H (1.83035, -3.15111, 0.76160)  0.13
O (0.33329, -1.16280, -1.15103)  0.14
C (-0.42214, 0.77279, -0.03619)  0.05
H (-0.56135, 1.14557, -1.14498)  0.17
H (0.08137, -2.07128, 1.46833)  0.12
H (2.83107, -1.62101, 0.37060)  0.14
C (0.69716, -1.24177, 1.16343)  -0.06
O (-1.73297, 1.71022, 1.53606)  0.10
C (-0.59661, 1.66206, 1.04667)  -0.50
C (1.34874, -2.02390, -0.98262)  -0.46
O (1.97989, -2.54084, -1.88577)  0.13
O (0.57124, 2.10423, 1.67364)  0.08


Density functional theory data (ωB97M-V/def2-TZVPD) for an isolated molecule of C6H6OS at a distorted geometry.

Total charge ... 0
E_tot ... -705.489849 Eh
SMILES ... C=C1C(=O)S[C@@H]2C[C@@H]12
Kohn-Sham gap ... 9.0555 eV
HOMO level ... -9.06 eV

Last column: Löwdin charge in e.
Positions of all 14 atoms, in Å:
C (1.13387, -0.74953, -0.41213)  -0.57
H (-1.09165, 2.29841, -0.08643)  0.11
H (0.48191, 0.07218, 1.50354)  0.13
H (-2.81805, 1.18805, -0.24315)  0.05
H (2.45855, 0.77715, -0.70876)  0.10
C (0.46865, 0.24411, 0.44484)  -0.27
C (-1.76831, 1.33774, -0.14930)  0.13
C (-0.92630, 0.21537, 0.02582)  -0.26
H (0.94864, -0.43802, -1.45636)  0.14
C (-1.28336, -1.26899, 0.02392)  -0.64
S (0.22041, -2.32681, 0.01478)  0.97
O (-2.41418, -1.60672, 0.05654)  0.07
H (2.59505, 0.07110, 0.95544)  0.13
C (1.99477, 0.18596, 0.03124)  -0.08


Density functional theory data (ωB97M-V/def2-TZVPD) for an isolated molecule of C6H6Si at a distorted geometry.

Total charge ... 0
E_tot ... -521.556385 Eh
SMILES ... C#C[SiH](C#C)C=C
Kohn-Sham gap ... 11.1359 eV
HOMO level ... -10.16 eV

Last column: Löwdin charge in e.
Positions of all 13 atoms, in Å:
H (1.13063, 2.41215, 0.08343)  0.03
H (2.03849, -0.17284, 0.48256)  0.00
C (-0.32248, 1.24164, -0.67460)  -0.27
Si (0.54429, -0.28326, 0.15969)  0.56
C (0.08237, -2.48418, -1.97262)  0.03
H (-1.13791, 1.07956, -1.42699)  0.08
C (-0.24271, -0.64401, 1.80054)  -0.24
H (-0.30638, -3.11798, -2.67821)  -0.01
C (0.20715, 2.38961, -0.43031)  -0.11
H (-0.23212, 3.30392, -0.83648)  0.06
H (-1.24716, -1.09828, 3.85490)  0.06
C (0.36261, -1.64841, -1.14244)  -0.22
C (-0.87678, -0.97792, 2.78053)  0.01


Density functional theory data (ωB97M-V/def2-TZVPD) for an isolated ion of composition C6H7Br3NO and charge +1 at a distorted geometry.

Total charge ... +1
E_tot ... -8084.527154 Eh
Kohn-Sham gap ... 7.6903 eV
HOMO level ... -13.15 eV

Last column: Löwdin charge in e.
Positions of all 18 atoms, in Å:
O (1.06609, -1.53993, -1.56900)  0.19
H (-1.36246, -0.14664, -2.14451)  0.14
C (1.29765, -0.80881, -0.67177)  -0.52
C (-1.61189, -0.67628, -1.21854)  0.03
H (1.00875, 0.43120, 2.07407)  0.09
Br (3.39796, -1.75712, 1.09365)  0.81
H (-1.24499, 1.36347, 1.55493)  0.07
Br (3.72010, 0.70087, -1.00040)  0.80
C (-0.96929, 0.00070, -0.09313)  -0.20
H (-2.34814, -0.02242, 1.45371)  0.14
C (-1.79638, 0.72488, 0.86948)  0.02
H (-2.55730, 1.30835, 0.35056)  0.13
C (1.10218, 0.71944, 1.03715)  -0.58
C (2.60290, -0.43906, 0.00132)  -1.12
H (-2.69356, -0.68767, -1.10748)  0.11
H (-1.23420, -1.68784, -1.38288)  0.11
N (0.33799, -0.03734, 0.06852)  -0.03
Br (1.28458, 2.55419, 0.68433)  0.81